No. 1
This record from the Open Molecules 2025 dataset describes a cluster of 10 separate species, H19O10 in total. The level of theory is ωB97M-V/def2-TZVPD.

Geometry as XYZ:
```
29
Properties=species:S:1:pos:R:3:forces:R:3:nbo_charge:R:1
O 0.262931 -0.366103 -0.580276 -0.1 2.7 1.4 -1.28
H -0.052069 0.552897 -0.248276 0.0 -2.9 -0.6 0.46
O -2.348069 -0.405103 -1.106276 -0.3 0.4 -0.7 -0.96
H -2.439069 0.508897 -1.397276 -0.5 0.0 0.1 0.45
H -1.382069 -0.426103 -1.021276 0.1 -0.6 0.1 0.48
O 1.548931 0.490897 1.591724 0.6 0.7 0.8 -1.00
H 1.188931 0.141897 0.756724 0.0 -0.6 -0.6 0.50
H 2.452931 0.773897 1.411724 -0.1 -0.2 -0.1 0.46
O 1.774931 -2.535103 0.245724 3.6 -1.5 2.7 -0.94
H 2.460931 -2.096103 0.852724 -1.7 -1.0 -1.4 0.45
H 1.289931 -1.834103 -0.097276 -1.3 2.2 -0.9 0.48
O 1.177931 -0.227103 -3.162276 0.3 0.2 1.0 -0.97
H 1.054931 -0.336103 -2.183276 0.5 0.0 -0.6 0.49
H 0.254931 -0.091103 -3.348276 -0.7 0.0 -0.7 0.46
O -0.006069 2.321897 -0.978276 -1.3 0.4 -0.5 -0.92
H 0.608931 2.860897 -0.530276 0.8 1.5 0.9 0.46
H 0.466931 1.508897 -1.026276 0.9 -1.0 -1.2 0.47
O -1.179069 -1.506103 1.364724 0.8 0.3 0.5 -0.99
H -0.880069 -1.304103 2.282724 0.1 -0.3 -1.3 0.46
H -0.536069 -1.090103 0.687724 -0.7 -0.7 1.1 0.50
O 0.047931 2.912897 2.012724 -1.5 2.1 -0.3 -0.98
H 0.041931 3.086897 2.951724 0.3 -0.4 0.2 0.47
H 0.622931 2.216897 1.776724 1.3 -1.8 0.2 0.50
O -0.059069 -2.702103 -1.947276 -0.5 -0.6 0.1 -0.95
H 0.084931 -1.918103 -1.401276 -0.2 0.1 -0.4 0.48
H -0.730069 -3.169103 -1.427276 0.2 0.0 -0.2 0.46
O -2.260069 0.908897 1.590724 -0.9 4.9 0.8 -0.99
H -1.584069 1.631897 1.480724 -0.9 -1.3 0.2 0.48
H -1.885069 0.088897 1.448724 1.3 -3.0 -0.8 0.48
```
Positions in Å, forces in eV/Å.

**Net charge**: -1
**Energy above the lowest of the compared OMol25 structures with the same formula, charge and spin**: 35.1 kcal per mole

No. 2
This record from the Open Molecules 2025 dataset describes a cluster of 10 separate species, H19O10 in total. The level of theory is ωB97M-V/def2-TZVPD.

Geometry as XYZ:
```
29
Properties=species:S:1:pos:R:3:forces:R:3:nbo_charge:R:1
O -0.265800 0.181042 -0.416261 0.3 -1.5 0.1 -1.27
H 0.445424 -0.280390 0.069301 -0.4 0.6 -0.3 0.43
O 0.602864 1.192620 1.826431 0.4 0.7 1.2 -0.98
H 0.311399 0.907228 0.960496 -0.6 0.3 -0.6 0.47
H 1.529558 1.402539 1.710605 0.3 -0.1 0.1 0.46
O -2.797492 0.692729 0.535963 -1.2 0.1 1.0 -0.97
H -1.889937 0.514877 0.289092 1.4 -0.2 -0.5 0.51
H -3.156295 -0.164593 0.765061 -0.1 -0.2 0.1 0.45
O -2.793108 1.368037 -1.988402 -0.4 0.4 -1.1 -0.98
H -1.863456 1.154234 -1.909233 0.2 -0.1 0.0 0.47
H -3.164970 1.141179 -1.136061 0.1 0.0 0.4 0.48
O 0.567304 -2.312364 0.176388 0.7 -1.0 0.2 -0.97
H -0.008565 -1.611257 -0.128671 -0.8 0.3 -0.5 0.48
H 0.050422 -2.778710 0.833333 0.0 -0.1 0.3 0.47
O -0.915904 -0.928123 3.078108 0.0 -0.4 0.3 -0.93
H -1.579623 -1.616417 3.122326 -0.2 -0.2 0.1 0.44
H -1.042648 -0.527396 2.218108 0.2 0.5 -0.2 0.48
O 0.426210 2.549266 -1.118885 0.3 1.8 -0.7 -0.99
H 0.148046 1.654839 -0.921762 -0.4 -0.9 0.3 0.49
H 0.803071 2.869509 -0.299344 0.0 0.0 0.1 0.46
O -0.849800 -0.796004 -3.210196 -0.1 -0.4 -0.6 -0.95
H -0.310095 -0.115622 -3.612722 0.1 0.2 0.0 0.46
H -0.468767 -0.921738 -2.341149 0.0 0.3 0.6 0.49
O 2.985193 -1.320622 2.152271 0.2 -0.1 0.4 -0.95
H 3.888604 -1.198083 1.860597 0.2 0.1 -0.1 0.45
H 2.515580 -1.601989 1.367068 -0.5 0.0 -0.4 0.49
O 2.453828 0.409082 -1.029929 1.0 -0.1 0.1 -0.96
H 1.517032 0.235163 -1.121527 -0.7 0.2 -0.2 0.49
H 2.861925 -0.099036 -1.731005 0.2 -0.1 -0.1 0.46
```
Positions in Å, forces in eV/Å.

**Net charge**: -1
**Energy above the lowest of the compared OMol25 structures with the same formula, charge and spin**: 29.4 kcal per mole

Copy entry 1 word for word.
This record from the Open Molecules 2025 dataset describes a cluster of 10 separate species, H19O10 in total. The level of theory is ωB97M-V/def2-TZVPD.

Geometry as XYZ:
```
29
Properties=species:S:1:pos:R:3:forces:R:3:nbo_charge:R:1
O 0.262931 -0.366103 -0.580276 -0.1 2.7 1.4 -1.28
H -0.052069 0.552897 -0.248276 0.0 -2.9 -0.6 0.46
O -2.348069 -0.405103 -1.106276 -0.3 0.4 -0.7 -0.96
H -2.439069 0.508897 -1.397276 -0.5 0.0 0.1 0.45
H -1.382069 -0.426103 -1.021276 0.1 -0.6 0.1 0.48
O 1.548931 0.490897 1.591724 0.6 0.7 0.8 -1.00
H 1.188931 0.141897 0.756724 0.0 -0.6 -0.6 0.50
H 2.452931 0.773897 1.411724 -0.1 -0.2 -0.1 0.46
O 1.774931 -2.535103 0.245724 3.6 -1.5 2.7 -0.94
H 2.460931 -2.096103 0.852724 -1.7 -1.0 -1.4 0.45
H 1.289931 -1.834103 -0.097276 -1.3 2.2 -0.9 0.48
O 1.177931 -0.227103 -3.162276 0.3 0.2 1.0 -0.97
H 1.054931 -0.336103 -2.183276 0.5 0.0 -0.6 0.49
H 0.254931 -0.091103 -3.348276 -0.7 0.0 -0.7 0.46
O -0.006069 2.321897 -0.978276 -1.3 0.4 -0.5 -0.92
H 0.608931 2.860897 -0.530276 0.8 1.5 0.9 0.46
H 0.466931 1.508897 -1.026276 0.9 -1.0 -1.2 0.47
O -1.179069 -1.506103 1.364724 0.8 0.3 0.5 -0.99
H -0.880069 -1.304103 2.282724 0.1 -0.3 -1.3 0.46
H -0.536069 -1.090103 0.687724 -0.7 -0.7 1.1 0.50
O 0.047931 2.912897 2.012724 -1.5 2.1 -0.3 -0.98
H 0.041931 3.086897 2.951724 0.3 -0.4 0.2 0.47
H 0.622931 2.216897 1.776724 1.3 -1.8 0.2 0.50
O -0.059069 -2.702103 -1.947276 -0.5 -0.6 0.1 -0.95
H 0.084931 -1.918103 -1.401276 -0.2 0.1 -0.4 0.48
H -0.730069 -3.169103 -1.427276 0.2 0.0 -0.2 0.46
O -2.260069 0.908897 1.590724 -0.9 4.9 0.8 -0.99
H -1.584069 1.631897 1.480724 -0.9 -1.3 0.2 0.48
H -1.885069 0.088897 1.448724 1.3 -3.0 -0.8 0.48
```
Positions in Å, forces in eV/Å.

**Net charge**: -1
**Energy above the lowest of the compared OMol25 structures with the same formula, charge and spin**: 35.1 kcal per mole

- net charge of number 2 (H19O10)?
  -1

- energy above the lowest of the compared OMol25 structures with the same formula, charge and spin of number 2 (H19O10)?
  29.4 kcal per mole

- Among the records above, which one has the lowest energy above the lowest of the compared OMol25 structures with the same formula, charge and spin?
  number 2